1.
Below is a molecular structure, C16H17ClF2N2O4S at a distorted geometry, with properties calculated with wB97M-V/def2-TZVPD.

```
43
Properties=species:S:1:pos:R:3:forces:R:3
C -1.9420 3.2165 5.0231 1.15 -0.08 -0.75
N 4.3757 -1.5278 -1.5802 -0.41 0.10 0.42
H 1.2154 2.5965 -0.6370 -0.71 -0.73 -0.25
H -1.0630 1.9478 2.8420 1.18 -0.21 -0.53
H 5.4273 -3.1394 -2.8468 -0.66 0.91 1.86
H -1.5393 3.8475 4.1245 -1.48 -0.84 1.76
C -3.9466 2.2711 3.5938 1.53 -0.44 0.39
Cl -0.8196 4.2036 0.6358 0.28 -2.01 -0.25
H -1.3318 1.1194 5.5342 0.02 -0.16 -0.10
C 6.1122 -1.1488 -2.6633 2.82 -0.55 -0.18
C -1.9466 0.4083 -0.1079 1.41 -2.64 -1.20
H 1.2714 -1.9513 -1.1719 -1.03 -1.38 0.52
O 3.1662 -1.3514 -3.8583 -0.78 0.86 2.20
H -1.3829 0.2274 3.2920 0.43 -0.25 -0.25
H -2.7976 -0.2378 -0.0098 -0.37 -0.03 0.41
C 0.3305 1.9364 -0.5259 0.20 1.92 0.62
H 6.1805 -2.7742 -1.2354 -0.70 0.47 0.04
H 4.6516 0.3926 -2.5996 -0.40 -0.26 0.18
C -0.7864 -0.1912 -0.6680 -1.35 2.96 0.82
H 5.9664 -1.1949 -3.7565 0.65 0.51 0.44
C -3.1560 2.3158 4.9789 -1.14 -0.36 -1.07
C 5.5407 -2.3358 -2.0213 0.37 -3.70 -1.94
C -1.7038 1.2529 3.3570 0.72 0.62 -1.80
C -1.9216 1.6797 0.3475 -0.96 0.62 3.35
C 1.4711 0.0563 -1.7160 2.83 2.12 2.69
N 1.8416 -1.2742 -1.5827 -1.59 1.76 -0.80
O 2.9925 -3.3488 -2.4285 -0.94 4.76 0.61
F 7.4538 -1.0347 -2.2609 -0.19 0.62 -0.84
C 0.3197 0.6394 -0.9608 -0.83 -3.65 -0.97
H -3.7594 1.9871 5.8873 1.04 1.03 -1.14
O 2.3916 0.8089 -2.0141 -1.08 -0.10 -1.06
H -3.5218 0.5386 2.4742 -0.05 -0.86 -0.25
O -2.9530 2.0614 1.2540 1.04 0.68 -0.53
C -0.7593 2.4292 0.1711 -0.32 2.24 -0.23
F -0.8218 -1.5103 -0.8235 0.37 -0.25 -0.62
H -1.6690 3.5843 6.0359 0.05 -0.30 -0.99
H 5.4151 0.2314 -1.0645 0.60 -0.27 0.07
C -3.0121 1.4679 2.6277 -1.27 -0.66 0.01
C -1.7667 1.7069 4.7387 -1.65 1.20 2.53
H -4.9207 1.7845 3.7257 0.27 0.22 -0.21
H -4.0354 3.2064 3.0688 -0.45 0.83 0.43
C 5.1407 -0.3364 -1.9500 -1.10 3.51 0.18
S 3.0471 -1.8058 -2.4748 2.51 -8.22 -3.53
```
Positions in Å, forces in eV/Å.

Properties
multiplicity	1
HOMO level	-9.816	eV
E_tot	-56825.251	eV

***

2.
Below is a single C16H17ClN4S molecule, with properties calculated with wB97M-V/def2-TZVPD.

```
39
Properties=species:S:1:pos:R:3:forces:R:3
H 2.2421 0.6026 -1.4232 -0.18 0.07 -0.09
C -2.5603 -2.9018 4.4015 -0.10 -0.01 -0.05
H 1.2709 -0.8485 0.2035 -0.04 -0.06 -0.09
C 4.3437 2.4426 -4.0902 -0.12 0.05 -0.05
N 0.1047 0.8593 -0.2157 0.28 0.01 -0.23
H -1.8781 1.1738 0.4022 0.06 0.08 0.03
C -1.8189 -1.9592 2.2843 -0.09 -0.21 0.18
C -0.8176 -1.3591 0.1404 0.13 -0.09 -0.10
C 2.3695 2.1022 -2.7764 0.47 0.30 -0.50
C 0.6788 1.8199 -0.9754 -0.11 0.19 0.18
H 0.7099 3.3206 -3.4435 0.00 -0.10 0.07
C -0.8598 1.1996 0.8082 -0.24 0.10 0.43
C 0.3773 -0.5550 -0.3664 0.01 -0.42 -0.08
C 1.7438 3.0498 -3.5919 -0.29 -0.25 0.25
S 0.1665 3.3884 -0.9028 -0.13 0.57 -0.04
H -4.3090 -4.2323 1.8500 -0.06 -0.05 -0.05
C 3.6277 3.3762 -4.8248 0.41 -0.10 -0.03
C -2.7663 -2.7777 1.6566 0.07 0.11 -0.05
H -1.4312 0.5228 2.7563 0.09 0.01 -0.08
C -0.7214 0.2336 1.9797 0.13 0.39 -0.04
H -4.1491 -4.3306 4.3218 -0.06 -0.07 0.06
H -2.8724 -2.7400 0.5847 0.01 0.04 -0.12
H -1.7055 -1.0706 -0.4437 0.05 -0.08 -0.01
H -0.6608 2.2219 1.1379 -0.08 -0.21 -0.01
N 2.3601 3.6598 -4.5825 -0.08 0.30 -0.32
N -0.9791 -1.1347 1.5581 0.19 -0.07 -0.13
C 3.7003 1.7914 -3.0548 -0.31 0.11 0.09
C -1.7233 -2.0712 3.6802 -0.10 0.00 0.03
Cl -0.4945 -1.2273 4.5739 0.15 -0.04 0.10
H 4.0810 3.9139 -5.6461 0.13 0.00 -0.06
C -3.5887 -3.6231 2.3749 -0.03 -0.05 0.06
H 0.5364 -0.7890 -1.4239 0.00 0.02 0.12
H -2.4530 -2.9500 5.4741 0.04 0.02 0.08
H 5.3751 2.2260 -4.3217 0.07 0.00 -0.03
H 4.2180 1.0476 -2.4624 0.05 -0.03 0.06
H -0.6274 -2.4233 -0.0252 -0.03 0.09 -0.07
C -3.5029 -3.6805 3.7541 0.00 -0.02 0.01
N 1.7209 1.4015 -1.7623 -0.10 -0.74 0.44
H 0.2925 0.3203 2.3907 -0.18 0.11 0.04
```
Positions in Å, forces in eV/Å.

Properties
multiplicity	1
HOMO level	-8.101	eV
SMILES	S=C(Nc1cccnc1)N1CCN(c2ccccc2Cl)CC1
E_tot	-46185.974	eV

***

Calculated relative energy (zero: lowest compared OMol25 entry of this formula, charge and spin) in order - 54.6, 1.2 kcal per mole